Entry 1:
Below is one molecule with the formula C3H5NO, with properties calculated with ωB97M-V/def2-TZVPD.

Output
Relative energy (zero: lowest compared OMol25 entry of this formula, charge and spin) ... 236.81 kJ/mol
LUMO energy ... 0.86 eV
Structure (SMILES) ... O=C1CCN1
HOMO-LUMO gap ... 10.48 eV
Electronic energy ... -247.2170 hartree
Molecular weight ... 71.1 g/mol

Positions of all 10 atoms, in Å:
1 O 0.100 2.306 0.367
2 C 0.252 1.094 0.367
3 H 0.564 -1.658 0.087
4 H 1.004 0.226 -1.479
5 N 0.011 0.003 1.128
6 C 0.235 0.122 -0.876
7 H -0.691 0.312 -1.470
8 H -1.173 -1.093 -0.291
9 H -0.122 -0.374 2.214
10 C -0.180 -0.939 -0.048

***

Entry 2:
Below is an isolated ion of composition C13H11ClN2 and charge +2, with properties calculated with ωB97M-V/def2-TZVPD.

Output
LUMO energy ... -8.08 eV
Charge ... +2
HOMO-LUMO gap ... 8.21 eV
Electronic energy ... -1070.9674 hartree
Molecular weight ... 230.7 g/mol

Positions of all 27 atoms, in Å:
1 H 2.152 0.688 -2.144
2 H 2.183 1.713 1.966
3 C -3.120 -2.340 -0.099
4 C -4.184 -0.263 0.329
5 C 4.516 0.412 -0.277
6 N 2.258 1.228 -0.072
7 H -2.919 1.531 0.594
8 C 0.322 0.255 -1.104
9 C -1.766 -0.299 0.184
10 H 4.014 2.390 0.489
11 C 0.300 0.833 1.297
12 H 5.292 -1.712 -0.105
13 C 1.630 0.738 -1.178
14 C -0.361 0.286 0.170
15 C -1.866 -1.717 -0.070
16 C 5.095 -0.646 -0.228
17 C 1.632 1.296 1.106
18 H -0.187 -0.144 -1.997
19 Cl -5.752 -2.360 0.025
20 C 3.677 1.673 -0.279
21 H -0.201 0.861 2.274
22 C -2.960 0.449 0.393
23 H -3.160 -3.424 -0.292
24 H -5.136 0.277 0.454
25 N -4.227 -1.584 0.083
26 H 3.703 2.142 -1.284
27 H -0.935 -2.285 -0.236

***

Entry 3:
Below is C3H8Cl4NO3Sn2 as an isolated structure, with properties calculated with ωB97M-V/def2-TZVPD.

Output
Multiplicity ... 2
LUMO energy (alpha / beta) ... -16.65 / -18.30 eV
Charge ... +4
HOMO-LUMO gap (alpha / beta) ... 5.12 / 3.39 eV
Electronic energy ... -2666.8416 hartree
Molecular weight ... 485.3 g/mol

Positions of all 21 atoms, in Å:
1 H -0.635 -3.431 1.029
2 C 0.379 -3.051 1.153
3 O -1.765 1.865 -0.260
4 H -0.849 1.527 -0.277
5 H 0.852 -3.582 1.979
6 H -0.893 -0.778 -1.341
7 H -0.590 0.473 -2.594
8 Cl -0.727 -1.520 -3.548
9 Sn -2.455 4.707 -0.853
10 C -0.291 -0.501 -2.207
11 Cl 1.457 -0.642 -1.857
12 C 1.356 2.206 0.401
13 N 0.257 -1.623 1.553
14 H 0.969 1.821 -0.542
15 Cl 1.114 3.950 0.454
16 H 0.811 1.804 1.256
17 H 1.024 -3.079 0.275
18 Sn -3.505 0.248 1.437
19 O 1.060 -1.188 2.340
20 O -0.631 -0.995 0.982
21 Cl 3.063 1.791 0.620

***

Entry 4:
Below is one molecule with the formula C3H6N2O, with properties calculated with ωB97M-V/def2-TZVPD.

Output
Relative energy (zero: lowest compared OMol25 entry of this formula, charge and spin) ... 598.53 kJ/mol
LUMO energy (alpha / beta) ... -1.36 / -1.04 eV
HOMO-LUMO gap (alpha / beta) ... 8.12 / 8.41 eV
Electronic energy ... -302.4651 hartree
Molecular weight ... 86.1 g/mol

Positions of all 12 atoms, in Å:
1 C 0.979 -1.145 -0.123
2 N 1.330 0.142 0.415
3 C -0.074 0.012 -0.078
4 H -0.609 0.986 -1.755
5 N -0.398 -0.001 -1.461
6 H 0.923 -2.023 0.523
7 H 1.901 0.623 -0.291
8 H -0.818 0.327 1.895
9 H -1.159 1.652 0.776
10 C -1.113 0.555 0.864
11 O 1.144 -1.266 -1.429
12 H -2.107 0.139 0.665

***

Entry 5:
Below is C24H59NO14S7Sr2 as an isolated structure, with properties calculated with ωB97M-V/def2-TZVPD.

Output
LUMO energy ... -5.26 eV
Charge ... +2
HOMO-LUMO gap ... 7.39 eV
Electronic energy ... -4906.2709 hartree
Molecular weight ... 985.4 g/mol

Positions of all 107 atoms, in Å:
1 H -27.768 9.647 -20.346
2 H -20.644 16.885 -18.986
3 H -25.111 9.385 -20.712
4 O -26.619 14.320 -18.906
5 Sr -26.053 9.758 -15.136
6 C -30.648 12.714 -18.472
7 H -24.753 15.464 -20.733
8 C -29.078 12.017 -12.221
9 O -26.724 11.937 -14.600
10 C -24.797 8.983 -19.748
11 H -30.005 13.891 -14.487
12 H -23.676 13.495 -12.933
13 H -17.907 18.274 -15.672
14 S -23.776 11.163 -12.090
15 C -19.209 16.458 -17.397
16 C -29.572 12.418 -19.551
17 S -26.712 12.607 -15.911
18 H -24.216 15.773 -19.052
19 C -23.010 11.561 -16.595
20 C -21.685 16.294 -17.246
21 H -25.655 12.530 -11.912
22 H -23.808 11.773 -17.306
23 H -22.610 16.758 -17.595
24 H -21.341 8.798 -14.900
25 O -30.073 13.205 -20.622
26 O -31.864 14.514 -21.090
27 O -26.367 11.492 -16.785
28 H -23.300 11.958 -15.622
29 H -16.920 16.201 -15.492
30 C -25.954 15.134 -13.134
31 S -27.061 16.619 -13.256
32 H -30.329 13.390 -17.672
33 H -26.311 12.272 -20.975
34 H -25.396 15.145 -12.199
35 C -21.993 17.615 -15.172
36 C -31.298 13.736 -20.384
37 H -26.565 14.249 -13.289
38 O -24.426 10.448 -13.256
39 H -22.488 12.346 -13.622
40 O -26.043 8.404 -17.470
41 H -23.656 15.347 -15.571
42 O -31.489 10.952 -12.890
43 C -20.528 17.062 -17.916
44 N -20.257 15.792 -15.302
45 H -24.881 12.507 -10.337
46 H -22.172 12.172 -16.938
47 S -22.597 9.783 -16.455
48 H -26.131 18.838 -13.027
49 C -24.303 15.030 -19.842
50 H -24.607 12.042 -20.811
51 S -26.279 8.226 -18.938
52 H -25.340 13.516 -21.690
53 H -23.041 17.598 -14.854
54 H -24.547 9.839 -19.117
55 H -19.251 15.452 -17.831
56 H -21.566 10.451 -14.281
57 Sr -27.299 15.466 -16.875
58 H -23.338 14.610 -20.128
59 C -22.971 12.701 -12.713
60 O -25.784 13.734 -16.113
61 S -30.814 12.295 -12.817
62 C -18.858 17.855 -15.344
63 H -17.961 15.166 -14.459
64 C -19.045 16.418 -15.886
65 H -29.612 12.186 -14.864
66 C -25.174 11.882 -11.179
67 H -29.100 11.930 -11.134
68 H -29.581 11.354 -19.773
69 C -25.371 12.817 -20.858
70 O -20.176 15.539 -13.916
71 H -26.898 10.512 -19.007
72 H -22.323 14.184 -15.473
73 C -17.796 15.559 -15.460
74 O -23.874 9.165 -15.879
75 H -25.828 11.069 -10.874
76 O -27.437 16.726 -14.729
77 O -28.022 13.171 -16.251
78 C -25.716 17.828 -13.045
79 H -20.648 18.126 -17.713
80 H -22.687 15.306 -14.160
81 H -30.921 11.855 -17.857
82 C -21.573 16.220 -15.731
83 H -23.958 8.298 -19.829
84 O -31.708 13.294 -19.191
85 H -25.229 15.250 -13.938
86 C -30.360 12.862 -14.455
87 H -18.951 17.893 -14.257
88 H -17.698 14.661 -16.071
89 H -28.454 11.173 -12.537
90 H -25.178 17.887 -13.993
91 C -22.623 15.208 -15.248
92 C -27.435 9.615 -19.309
93 H -22.023 18.441 -15.883
94 S -25.313 13.623 -19.212
95 H -28.291 9.458 -18.655
96 C -21.350 9.860 -15.165
97 H -28.386 12.827 -12.467
98 H -21.686 15.281 -17.664
99 H -22.191 12.947 -11.994
100 H -25.108 17.613 -12.171
101 H -19.623 18.537 -15.716
102 H -20.366 10.020 -15.605
103 H -20.194 16.434 -13.540
104 H -21.434 17.844 -14.266
105 H -18.259 16.802 -17.814
106 H -28.624 12.854 -19.245
107 H -31.172 12.822 -15.183

***

Entry 6:
Below is a 2-piece molecular cluster, C8H11N2O2 overall, with properties calculated with ωB97M-V/def2-TZVPD.

Output
Relative energy (zero: lowest compared OMol25 entry of this formula, charge and spin) ... 266.80 kJ/mol
LUMO energy (alpha / beta) ... -4.62 / -4.62 eV
Charge ... +1
HOMO-LUMO gap (alpha / beta) ... 6.90 / 6.90 eV
Electronic energy ... -571.1207 hartree
Molecular weight ... 167.2 g/mol

Positions of all 23 atoms, in Å:
1 H 2.559 2.590 0.297
2 H 0.246 -3.021 2.373
3 C -1.795 0.518 0.075
4 H -0.642 -0.804 2.371
5 H 0.734 -4.080 0.152
6 C -0.048 -2.494 1.416
7 O -2.015 1.227 1.162
8 C 0.232 -3.173 0.257
9 H -0.052 -3.250 -1.966
10 H -1.647 0.659 1.965
11 H 1.162 3.387 -1.768
12 H -2.598 1.896 -0.956
13 C -1.017 -0.689 0.065
14 N 1.648 2.164 0.494
15 O -2.294 0.962 -1.031
16 C -0.615 -1.272 1.377
17 H -1.446 -1.224 -1.935
18 H 0.055 2.221 -2.209
19 H 1.697 1.515 1.290
20 C -0.856 -1.495 -1.075
21 C 0.642 1.989 -0.265
22 N 0.594 2.593 -1.452
23 C -0.220 -2.713 -1.065

***

Entry 7:
Below is BrFHP as an isolated structure, with properties calculated with ωB97M-V/def2-TZVPD.

Output
Relative energy (zero: lowest compared OMol25 entry of this formula, charge and spin) ... 151.35 kJ/mol
LUMO energy ... -1.25 eV
HOMO-LUMO gap ... 9.53 eV
Electronic energy ... -3015.8043 hartree
Molecular weight ... 130.9 g/mol

Positions of all 4 atoms, in Å:
1 F -1.692 0.001 1.597
2 Br -1.504 2.086 -0.814
3 H 0.140 0.077 -0.124
4 P -1.225 -0.029 -0.463

***

Entry 8:
Below is C30H45NO4P2Sc as an isolated structure, with properties calculated with ωB97M-V/def2-TZVPD.

Output
Relative energy (zero: lowest compared OMol25 entry of this formula, charge and spin) ... 0.00 kJ/mol
LUMO energy ... -3.29 eV
Charge ... +1
HOMO-LUMO gap ... 8.12 eV
Electronic energy ... -2969.0764 hartree
Molecular weight ... 590.6 g/mol

Positions of all 83 atoms, in Å:
1 C 1.347 -1.433 1.169
2 H -0.742 -1.586 -3.115
3 C 1.196 0.159 -6.530
4 H -2.572 -1.645 3.131
5 H -2.520 -1.412 -3.042
6 H -2.928 2.388 -1.844
7 C 1.260 -0.217 3.465
8 C -0.007 1.400 -2.786
9 C -0.728 -1.214 2.164
10 H -0.836 1.405 3.939
11 C -1.575 -0.879 -3.208
12 H 3.082 -1.822 -0.008
13 P -1.441 0.501 -2.020
14 P 1.442 1.085 -1.680
15 H -1.519 5.595 3.106
16 H 0.340 0.445 -8.509
17 H 0.885 -1.188 -8.119
18 C -1.790 -0.878 3.139
19 H -3.771 0.936 -2.449
20 H -1.576 -0.491 -4.233
21 H 0.427 3.353 -5.815
22 O -2.262 5.225 7.902
23 C -1.474 4.758 3.797
24 C -1.836 0.094 -6.413
25 H -2.747 1.904 -3.558
26 H -0.115 -3.252 -1.391
27 H 3.435 2.423 -1.481
28 C -1.676 3.934 6.055
29 H -2.250 0.091 2.907
30 O -0.732 4.191 1.092
31 H 1.928 -1.049 -2.752
32 C -0.824 3.235 1.848
33 H 2.456 0.301 -3.780
34 H 3.309 -2.110 1.726
35 H -0.226 2.474 -2.824
36 C 0.656 -0.909 2.306
37 C -1.754 1.428 -6.310
38 H -2.635 -0.444 -5.883
39 C -0.903 -1.917 0.931
40 C -2.853 1.533 -2.528
41 H 1.996 1.669 -5.284
42 H 1.605 -2.808 -1.278
43 C 2.410 2.622 -1.822
44 Sc -0.189 0.354 0.412
45 C -1.064 -0.768 -7.363
46 C 2.821 -1.452 0.989
47 H 3.255 -0.451 1.117
48 H 2.334 -0.424 3.514
49 H -1.617 -0.860 -8.312
50 H -0.822 1.929 -8.197
51 C 0.514 2.592 -6.605
52 C 0.373 -0.304 -7.703
53 N -1.943 4.113 7.435
54 H -1.379 -0.793 4.152
55 H 0.941 -4.067 -0.238
56 H -1.274 1.835 6.341
57 C -1.078 2.418 4.260
58 C -1.330 2.642 5.611
59 H -2.493 -3.351 1.077
60 H 0.188 1.052 -3.813
61 H -2.431 1.977 -5.640
62 H -1.004 -1.782 -6.939
63 H -1.408 3.289 -7.234
64 H 1.966 3.391 -1.175
65 C 2.391 -0.057 -2.743
66 O -0.640 1.966 1.467
67 H 1.871 -0.614 -6.136
68 H 2.435 2.991 -2.857
69 C 1.247 1.410 -6.044
70 H -2.029 5.985 5.506
71 C -1.754 4.998 5.138
72 C -0.898 2.314 -7.170
73 C 0.389 -2.097 0.342
74 H -2.057 -2.886 -0.576
75 H 0.785 -0.537 4.402
76 H 1.117 0.869 3.399
77 C 0.719 -3.093 -0.704
78 H 1.105 3.049 -7.416
79 H -2.990 -1.773 0.454
80 H 3.404 -0.150 -2.334
81 C -2.174 -2.509 0.445
82 O -1.839 3.079 8.145
83 C -1.122 3.466 3.319

***

Entry 9:
Below is C11H15BN6O2Sr as an isolated structure, with properties calculated with ωB97M-V/def2-TZVPD.

Output
LUMO energy (alpha / beta) ... -3.07 / -2.49 eV
HOMO-LUMO gap (alpha / beta) ... 5.68 / 6.29 eV
Electronic energy ... -962.7131 hartree
Molecular weight ... 361.7 g/mol

Positions of all 36 atoms, in Å:
1 H -4.344 -0.779 -2.930
2 H 0.987 3.029 -4.355
3 C -3.325 -0.536 -2.710
4 C -2.320 -0.223 -3.628
5 H 0.257 0.508 -4.653
6 N 0.594 1.833 -1.361
7 H -1.841 -2.346 1.017
8 H -3.126 -0.648 -0.452
9 C 1.789 0.224 3.465
10 N 1.200 -0.663 -2.921
11 H 2.008 -1.376 -4.709
12 H 2.426 -2.410 -0.500
13 H 0.732 -0.060 3.708
14 C 0.932 2.934 -3.281
15 H 0.956 3.443 -0.025
16 N 1.311 -0.943 -1.569
17 C 0.911 3.103 -1.054
18 N -1.414 -0.126 -1.589
19 C 1.140 3.839 -2.236
20 B 0.233 0.418 -3.463
21 C 1.997 -1.480 -3.632
22 O 2.549 0.305 4.436
23 H 1.421 4.864 -2.324
24 O 1.991 0.404 2.204
25 C -0.844 -2.254 1.464
26 C 2.649 -2.334 -2.742
27 H 3.357 -3.103 -2.998
28 H -2.302 -0.153 -4.708
29 H -0.095 -2.952 1.063
30 H -0.806 -2.109 2.549
31 C -2.708 -0.470 -1.440
32 Sr 0.267 0.029 0.545
33 C 2.183 -1.972 -1.464
34 H -1.803 0.961 1.818
35 N 0.598 1.746 -2.746
36 N -1.188 0.021 -2.945

***

Entry 10:
Below is C28H32MnN5O4SSi as an isolated structure, with properties calculated with ωB97M-V/def2-TZVPD.

Output
Relative energy (zero: lowest compared OMol25 entry of this formula, charge and spin) ... 13.98 kJ/mol
Multiplicity ... 6
LUMO energy (alpha / beta) ... 2.13 / 2.13 eV
Charge ... -1
HOMO-LUMO gap (alpha / beta) ... 5.85 / 6.03 eV
Electronic energy ... -3499.8159 hartree
Molecular weight ... 617.7 g/mol

Positions of all 72 atoms, in Å:
1 C 1.402 1.938 -2.849
2 N 1.469 2.162 -1.406
3 C -1.995 -4.759 -0.434
4 H 2.883 2.469 1.927
5 C -0.406 4.145 0.655
6 H 4.844 -0.752 0.142
7 C 1.242 -0.494 4.559
8 H 0.700 -2.574 -3.733
9 H -0.942 2.676 3.937
10 C 4.049 -1.057 -0.528
11 C -0.208 3.408 3.586
12 C -0.703 -4.407 -0.048
13 C -0.342 -1.843 3.404
14 C -0.436 -0.890 2.408
15 N -2.319 -0.599 -1.714
16 H 2.523 4.051 2.638
17 H -4.506 2.043 -0.457
18 C 2.761 -0.632 -0.278
19 H -4.347 -0.091 -1.632
20 S -3.798 -1.661 -3.464
21 H 0.604 3.442 4.321
22 H 1.735 1.362 3.640
23 N 0.085 1.307 1.485
24 N 0.422 -0.758 -1.162
25 C -0.036 1.867 -3.392
26 H 0.545 -2.912 0.875
27 C 2.262 3.366 1.819
28 H -0.798 3.632 -0.223
29 C -2.141 -2.041 -3.495
30 C 1.128 0.467 3.566
31 H -3.612 3.548 -0.261
32 C -2.803 -2.672 0.465
33 Mn -0.900 0.898 -0.488
34 C 3.376 -2.301 -2.510
35 O -2.500 1.827 0.043
36 O -1.331 -1.074 1.343
37 H -3.351 2.562 -1.708
38 H 0.564 -2.423 5.271
39 H 1.877 0.979 -3.071
40 C -1.511 -2.320 0.822
41 H 1.342 3.137 -1.178
42 H -0.944 -2.743 3.323
43 H 3.608 -2.937 -3.357
44 C -0.075 -1.395 -2.171
45 C -3.041 -3.886 -0.172
46 C -3.541 -0.642 -2.101
47 H 5.379 -2.184 -1.802
48 H 1.915 -0.320 5.392
49 H -1.731 -2.698 -4.249
50 H -1.258 4.639 1.134
51 H -3.605 -1.973 0.670
52 C 0.256 0.351 2.439
53 Si 0.402 2.946 1.856
54 H 2.504 -0.021 0.582
55 H -2.181 -5.705 -0.930
56 H 2.353 1.865 -1.014
57 H -4.052 -4.147 -0.461
58 H 2.548 3.856 0.881
59 H 0.299 4.925 0.335
60 C -0.456 -3.195 0.579
61 C 4.355 -1.875 -1.635
62 H 0.124 -5.082 -0.240
63 C 1.774 -1.037 -1.170
64 H 1.918 2.693 -3.443
65 N 0.861 -2.087 -2.869
66 C -1.512 -1.381 -2.506
67 C 0.499 -1.667 4.498
68 O -0.954 1.691 -2.533
69 H -0.689 4.393 3.573
70 C -3.507 2.505 -0.616
71 C 2.080 -1.868 -2.247
72 O -0.157 1.951 -4.623